[1]
This record from the Open Molecules 2025 dataset describes a molecular structure, C25H30As2ClIN2O15P2V. The level of theory is ωB97M-V with the def2-TZVPD basis set.

Results
E_LUMO (spin up / spin down): -0.0223 / -0.0217 hartree
frontier orbital gap (spin up / spin down): 5.966 / 6.670 eV
charge: 0
energy relative to the best compared isomer or geometry (same formula, charge and spin): 56.3 kcal/mol
<S²>: 3.776
multiplicity: 4

Each line ends with the Mulliken spin population.
CARTESIAN COORDINATES (ANGSTROEM)
V (0.11166, -0.47382, 0.09802)  2.092
Cl (-2.38664, 6.49993, 1.86171)  -0.001
C (-1.73349, 4.93307, 1.48874)  -0.005
C (-1.14349, 4.74540, 0.28849)  0.004
C (-0.61469, 3.48240, -0.04252)  0.001
I (0.29721, 3.35404, -1.90436)  -0.001
C (-0.67664, 2.42068, 0.82248)  0.006
O (-0.21461, 1.11516, 0.48239)  -0.085
C (-1.23593, 2.63466, 2.11630)  0.014
N (-1.19961, 1.60920, 3.00543)  0.008
C (-1.71698, 1.80461, 4.19121)  -0.009
C (-2.33411, 3.01003, 4.59363)  0.002
C (-2.37229, 4.04482, 3.72319)  -0.001
C (-1.79199, 3.89017, 2.43999)  0.000
H (-1.07314, 5.56020, -0.42004)  0.000
H (-1.66311, 0.98827, 4.90452)  0.007
H (-2.76401, 3.07828, 5.58664)  0.000
H (-2.83172, 4.98708, 3.98804)  0.000
N (3.71910, -2.09490, -0.96429)  0.006
C (2.57059, -1.93644, -1.97120)  -0.018
C (3.00724, -2.48321, -3.34277)  0.001
P (1.97223, -0.17708, -2.13224)  0.034
O (2.55842, 0.38817, -0.69149)  0.036
O (2.64809, 0.50345, -3.24823)  0.002
O (0.45719, -0.27373, -2.00785)  -0.014
P (1.25098, -3.05417, -1.25795)  -0.014
O (0.38329, -3.56370, -2.47354)  -0.001
O (2.04686, -4.13349, -0.63108)  -0.002
O (0.33237, -2.21730, -0.34398)  -0.001
H (4.62068, -2.03877, -1.41594)  0.000
H (3.56219, -3.03197, -0.54291)  0.000
H (3.65980, -1.37431, -0.25316)  0.006
H (3.87444, -1.92911, -3.70667)  0.000
H (2.21382, -2.33526, -4.06968)  0.000
H (3.22892, -3.55050, -3.29108)  0.000
H (2.87529, 1.29956, -0.87506)  0.001
H (-0.29319, -2.91293, -2.74995)  0.001
C (-1.15502, -5.87646, 0.90195)  -0.002
O (-0.99222, -4.47099, 1.17521)  0.007
C (-1.95631, -3.94304, 1.98869)  -0.032
O (-2.85609, -4.65396, 2.37285)  0.056
C (-1.82023, -2.50777, 2.28086)  0.262
C (-2.80436, -1.89128, 3.11089)  0.516
As (-2.50026, -2.67106, 4.85002)  0.021
C (-3.73115, -1.87873, 6.13831)  0.011
C (-0.97876, -1.38253, 5.10869)  0.044
C (-0.12071, -1.00836, 4.16022)  -0.004
As (-0.12346, -1.55706, 2.27018)  -0.104
C (1.17891, -2.97660, 2.59840)  0.035
C (1.11192, -0.18394, 4.38982)  0.013
O (1.87573, 0.10845, 3.50030)  0.003
O (1.33691, 0.14043, 5.66103)  0.002
C (2.49848, 0.94901, 5.91994)  0.000
C (-0.89417, -0.85865, 6.52405)  -0.008
O (-1.37244, 0.19143, 6.84432)  0.004
O (-0.34918, -1.65527, 7.46803)  0.001
C (0.26940, -2.91078, 7.09813)  0.001
C (-3.27474, -0.52152, 2.98809)  -0.062
O (-3.60211, 0.19763, 3.90456)  0.110
O (-3.40919, 0.02715, 1.73044)  0.014
C (-3.54436, -0.79047, 0.57178)  0.029
H (-0.29662, -6.16610, 0.30047)  0.000
H (-2.07836, -6.05913, 0.35660)  0.002
H (-1.17943, -6.45194, 1.82358)  0.001
H (-4.70881, -2.30988, 5.94421)  -0.001
H (-3.77216, -0.79852, 6.04879)  -0.001
H (-3.41417, -2.17126, 7.13792)  0.000
H (0.77845, -3.60510, 3.37861)  -0.003
H (2.09738, -2.50599, 2.93799)  0.002
H (1.36297, -3.57320, 1.71711)  -0.006
H (2.66141, 0.89698, 6.98824)  0.000
H (2.30807, 1.97640, 5.61809)  0.000
H (3.35543, 0.57244, 5.37603)  0.000
H (0.80339, -3.24745, 7.97951)  0.000
H (0.97152, -2.78093, 6.27844)  0.000
H (-0.47000, -3.64887, 6.82212)  -0.001
H (-4.11696, -0.20891, -0.14454)  0.003
H (-4.06230, -1.71845, 0.78686)  0.001
H (-2.59184, -1.03180, 0.13165)  0.018

***

[2]
This record from the Open Molecules 2025 dataset describes a molecular structure, C25H30Cl2CrF2N6PS. The level of theory is ωB97M-V with the def2-TZVPD basis set.

Results
E_LUMO (spin up / spin down): -0.1921 / -0.2115 hartree
frontier orbital gap (spin up / spin down): 7.555 / 7.169 eV
charge: +2
energy relative to the best compared isomer or geometry (same formula, charge and spin): 16.8 kcal/mol
<S²>: 3.817
multiplicity: 4

Each line ends with the Mulliken spin population.
CARTESIAN COORDINATES (ANGSTROEM)
Cr (0.98238, 0.43727, 0.05229)  3.400
F (-0.43968, 3.85828, -3.90638)  -0.002
C (-0.03545, 2.63785, -3.56000)  -0.025
C (0.21930, 2.37683, -2.22136)  0.063
C (0.64085, 1.11195, -1.83243)  -0.220
C (0.80115, 0.10749, -2.80826)  -0.040
C (0.52264, 0.42641, -4.13802)  -0.013
F (0.62454, -0.50560, -5.09272)  -0.002
C (0.10301, 1.67869, -4.54042)  0.037
C (1.21517, -1.22497, -2.33966)  0.035
C (1.65862, -2.26603, -3.15209)  -0.004
C (2.02505, -3.47058, -2.58107)  0.006
C (1.94085, -3.63013, -1.20591)  0.001
C (1.51839, -2.55701, -0.45359)  0.037
N (1.16292, -1.38219, -0.99471)  -0.113
H (0.10090, 3.20900, -1.53670)  0.005
H (-0.09995, 1.89222, -5.58062)  0.002
H (1.73328, -2.12588, -4.21659)  0.001
H (2.38081, -4.27796, -3.20754)  0.000
H (2.21898, -4.55491, -0.72142)  0.000
H (1.47285, -2.62392, 0.62389)  -0.001
Cl (1.42536, -0.60614, 2.24191)  0.008
C (3.21033, -0.77777, 2.23642)  0.023
C (3.73851, -1.49611, 3.28918)  -0.003
C (5.11499, -1.64094, 3.34018)  0.005
C (5.90246, -1.07063, 2.35246)  -0.002
C (5.32601, -0.35854, 1.31331)  0.006
Cl (6.35540, 0.32903, 0.11536)  -0.001
C (3.93471, -0.17976, 1.21127)  0.018
S (3.27209, 0.74463, -0.12920)  -0.065
H (3.09775, -1.92576, 4.04650)  0.001
H (5.57227, -2.19419, 4.14846)  0.000
H (6.97853, -1.17288, 2.37816)  0.000
N (0.82097, 2.41150, 0.84277)  -0.083
C (1.02704, 2.78484, 2.27157)  0.021
C (-0.27434, 2.84194, 3.04573)  -0.002
N (-0.94226, 1.53182, 3.14610)  0.007
H (1.60205, 2.79617, 0.31276)  0.004
H (-0.00674, 2.90127, 0.51224)  0.005
H (1.48727, 3.77202, 2.32097)  -0.001
H (1.73036, 2.08264, 2.71624)  -0.002
H (-0.95616, 3.53729, 2.54587)  0.000
H (-0.05724, 3.27669, 4.02495)  0.000
H (-0.34733, 0.91276, 3.69019)  0.001
H (-1.77512, 1.65576, 3.71499)  0.000
C (-3.93866, -1.88293, -0.51806)  0.000
N (-3.70762, -1.32294, 0.90131)  -0.001
C (-4.48258, 0.00689, 1.01487)  0.000
N (-4.09901, 0.90323, -0.01498)  0.000
C (-4.32882, 0.30738, -1.33174)  0.000
N (-3.56768, -0.92967, -1.49731)  0.000
C (-2.12382, -0.69280, -1.56488)  0.007
P (-1.48529, 0.07926, -0.01032)  -0.121
C (-2.24591, -1.12246, 1.17934)  0.000
C (-2.73920, 1.42539, 0.14236)  0.005
H (-5.00231, -2.11233, -0.57856)  0.000
H (-3.35216, -2.79726, -0.59663)  0.000
H (-4.09209, -1.98330, 1.57867)  0.000
H (-4.27389, 0.41080, 2.00418)  0.000
H (-5.53699, -0.25462, 0.92980)  0.000
H (-4.04146, 1.01609, -2.10564)  0.000
H (-5.39162, 0.08676, -1.43704)  0.000
H (-1.90802, -0.02380, -2.39900)  0.003
H (-1.59816, -1.63074, -1.75496)  0.000
H (-2.13418, -0.74130, 2.19349)  0.003
H (-1.74887, -2.09079, 1.10235)  0.000
H (-2.55248, 2.17441, -0.62972)  0.000
H (-2.63266, 1.90227, 1.11737)  -0.001

***

[3]
This record from the Open Molecules 2025 dataset describes a molecular structure, C25H30F2N2O7P2V. The level of theory is ωB97M-V with the def2-TZVPD basis set.

Results
E_LUMO (spin up / spin down): 0.1713 / 0.1714 hartree
frontier orbital gap (spin up / spin down): 4.469 / 4.622 eV
charge: -2
<S²>: 0.923
multiplicity: 2

Each line ends with the Mulliken spin population.
CARTESIAN COORDINATES (ANGSTROEM)
V (-0.22135, 0.41658, 0.46311)  1.551
C (-2.33891, 2.54121, 4.71607)  0.001
C (-1.55938, 1.35804, 4.18804)  -0.001
O (-0.90104, 0.67307, 5.24894)  0.000
P (-0.34193, 1.98130, 2.94323)  0.012
O (-1.04443, 2.83664, 1.94129)  -0.002
O (0.55307, 3.02012, 3.87667)  -0.001
O (0.62806, 0.94272, 2.46897)  0.004
P (-2.66416, 0.25265, 3.16819)  -0.001
O (-2.30989, -1.23021, 3.89887)  0.001
O (-4.09495, 0.56044, 3.36995)  0.000
O (-2.09657, 0.15048, 1.78513)  -0.001
H (-1.68021, 3.18312, 5.30298)  0.000
H (-3.17999, 2.21143, 5.32557)  0.000
H (-2.71456, 3.09675, 3.86114)  0.000
H (-1.13763, -0.25888, 5.12398)  0.000
H (-0.54112, 2.19701, 0.53536)  -0.082
H (1.02631, 2.47386, 4.50157)  0.000
H (-1.83738, -1.74108, 3.23704)  0.001
F (-3.77226, -2.07505, -2.72179)  -0.001
C (-3.07229, -0.93713, -2.39741)  -0.016
C (-2.15765, -0.95509, -1.36993)  -0.088
C (-1.43145, 0.18847, -1.04374)  -0.106
C (-1.65207, 1.37697, -1.81253)  -0.020
C (-2.60043, 1.33899, -2.83768)  -0.021
F (-2.86945, 2.45033, -3.60895)  -0.001
C (-3.31504, 0.20351, -3.15508)  0.021
C (-0.81988, 2.49498, -1.45923)  -0.062
C (-0.75976, 3.74889, -2.05196)  0.066
C (0.19750, 4.68413, -1.67030)  -0.131
C (1.18062, 4.30037, -0.74418)  0.038
C (1.09042, 3.08877, -0.13034)  -0.004
N (0.02923, 2.21341, -0.35825)  -0.078
H (-2.00125, -1.86971, -0.80886)  0.009
H (-4.03913, 0.20268, -3.95419)  0.002
H (-1.45885, 4.00802, -2.82846)  0.007
H (0.19995, 5.67851, -2.08906)  -0.012
H (2.00248, 4.96469, -0.52005)  0.003
H (1.79439, 2.77088, 0.63055)  -0.010
C (3.93069, -0.74710, -2.88736)  -0.003
C (2.41999, -0.46296, -2.95366)  -0.002
C (2.13483, 0.90288, -2.35225)  0.017
C (1.67834, -1.63939, -2.34041)  -0.009
C (1.60653, -2.74775, -3.15812)  0.027
C (1.10825, -3.97039, -2.73160)  -0.038
C (0.75459, -4.08450, -1.39441)  0.021
C (0.79740, -3.01791, -0.52316)  -0.019
C (0.53455, -3.38194, 0.92973)  0.004
C (1.74973, -4.15788, 1.46902)  -0.004
C (0.23234, -2.24315, 1.89289)  0.031
C (1.13328, -1.68819, -0.99860)  0.084
N (0.86575, -0.63049, -0.27510)  -0.177
H (4.49489, 0.04063, -3.38921)  0.000
H (4.16721, -1.69971, -3.36036)  0.000
H (4.25092, -0.78910, -1.84896)  0.000
H (2.13882, -0.42563, -4.01672)  -0.002
H (2.42653, 0.92445, -1.30543)  0.003
H (1.07227, 1.11440, -2.41717)  -0.002
H (2.69181, 1.67108, -2.89050)  -0.002
H (1.95676, -2.65934, -4.18387)  0.000
H (1.02185, -4.81101, -3.40931)  -0.004
H (0.42242, -5.05007, -1.02228)  0.000
H (-0.32883, -4.06547, 0.94243)  -0.002
H (2.63241, -3.52138, 1.44353)  0.001
H (1.94843, -5.04808, 0.87334)  -0.001
H (1.57763, -4.45965, 2.50292)  0.000
H (1.10397, -1.59729, 2.01010)  -0.007
H (-0.02520, -2.66049, 2.87194)  0.001
H (-0.58715, -1.63643, 1.49793)  0.006

***

[4]
This record from the Open Molecules 2025 dataset describes a molecular structure, C25H30F3MoNO2P2S3. The level of theory is ωB97M-V with the def2-TZVPD basis set.

Results
E_LUMO (spin up / spin down): -0.2857 / -0.2708 hartree
frontier orbital gap (spin up / spin down): 6.766 / 7.245 eV
charge: +2
<S²>: 2.032
multiplicity: 3

Each line ends with the Mulliken spin population.
CARTESIAN COORDINATES (ANGSTROEM)
Mo (0.64600, -0.07153, -0.19673)  2.111
F (6.98252, -0.03462, -0.51071)  0.000
C (5.75693, -0.52945, -0.37423)  -0.007
F (5.52951, -1.38504, -1.37912)  0.000
F (5.70002, -1.22051, 0.77177)  0.000
C (4.71827, 0.57156, -0.37265)  -0.008
C (5.06935, 1.91164, -0.42115)  0.021
C (4.08829, 2.89761, -0.38304)  -0.009
C (2.76512, 2.51024, -0.32760)  0.024
N (2.42902, 1.21573, -0.31195)  -0.048
C (3.37106, 0.26506, -0.30097)  0.036
S (2.58424, -1.32379, -0.10483)  -0.090
H (6.11482, 2.18532, -0.47601)  0.000
H (4.34821, 3.94519, -0.39731)  0.000
H (1.95631, 3.22846, -0.29417)  0.005
C (0.78891, 2.21519, -3.04925)  0.019
P (0.13986, 0.61999, -2.52086)  -0.058
C (0.75188, -0.67070, -3.59666)  -0.062
C (1.50550, -0.34216, -4.72373)  -0.002
C (1.99794, -1.35063, -5.53999)  0.002
C (1.74779, -2.67861, -5.22995)  -0.003
C (0.99930, -3.01062, -4.10529)  0.011
C (0.50486, -2.01057, -3.28845)  0.048
C (-1.65258, 0.72198, -2.55310)  -0.038
C (-2.28084, 1.70781, -1.78896)  0.011
C (-3.66280, 1.78365, -1.75947)  0.002
C (-4.41948, 0.87413, -2.48822)  -0.001
C (-3.79823, -0.10441, -3.25163)  0.002
C (-2.41472, -0.18740, -3.28656)  0.000
H (0.40228, 2.42830, -4.04744)  0.000
H (1.87764, 2.21444, -3.06245)  0.002
H (0.43264, 2.99139, -2.37291)  -0.001
H (1.70939, 0.68738, -4.98366)  0.000
H (2.57152, -1.09430, -6.41952)  0.000
H (2.13882, -3.45962, -5.86743)  0.000
H (0.80220, -4.04669, -3.86940)  0.000
H (-0.08540, -2.29113, -2.41933)  -0.013
H (-1.70440, 2.42487, -1.21295)  0.011
H (-4.14896, 2.55525, -1.17872)  0.000
H (-5.49904, 0.93515, -2.46883)  0.000
H (-4.38997, -0.79796, -3.83242)  0.000
H (-1.93889, -0.93974, -3.90046)  -0.001
C (-0.80964, 0.56648, 5.38248)  -0.001
C (0.22971, -0.16139, 4.56944)  0.002
C (1.00663, -1.21364, 5.31222)  0.000
O (-0.45713, -0.88942, 3.45553)  0.006
P (-1.14160, -0.33935, 2.19001)  0.021
S (-0.23414, 1.35239, 1.48393)  -0.032
S (-0.84124, -1.71155, 0.73035)  0.037
O (-2.60984, 0.02303, 2.43700)  0.002
C (-3.81816, -0.78207, 2.85583)  0.000
C (-4.68919, 0.18233, 3.61192)  0.001
C (-3.40703, -2.00118, 3.63797)  -0.001
H (-0.31224, 1.14444, 6.16136)  0.000
H (-1.49126, -0.13527, 5.86333)  0.000
H (-1.38819, 1.26093, 4.77072)  0.000
H (0.90291, 0.54340, 4.07412)  -0.001
H (0.33798, -1.92835, 5.79021)  0.000
H (1.60581, -0.73614, 6.08743)  0.000
H (1.67823, -1.74342, 4.63966)  0.000
H (-4.25867, -1.05778, 1.89736)  0.002
H (-4.19400, 0.50652, 4.52738)  0.000
H (-5.61834, -0.31848, 3.88488)  0.000
H (-4.93561, 1.05524, 3.01132)  0.000
H (-2.92387, -1.73380, 4.57678)  0.000
H (-2.75198, -2.66387, 3.07160)  0.000
H (-4.31403, -2.55991, 3.87350)  0.000

***

Look up the <S²> of the fourth one.
2.032